Entry 1:
The following is a DFT calculation (the ωB97M-V functional and the def2-TZVPD basis) of 9 unconnected molecules or ions with the total composition C30H50IN2O36PS10.

```
130
Properties=species:S:1:pos:R:3:forces:R:3
C 3.6523 -3.0759 2.4715 -0.5 0.4 -0.9
C 3.7732 -1.5373 2.2836 0.5 -0.8 0.0
O 2.5486 -0.8434 2.4922 0.5 0.4 -0.1
C 1.9676 -0.4116 1.2536 -0.6 -0.9 0.4
C 1.3742 -1.6374 0.5593 -0.1 0.2 0.8
C 0.4389 -2.3598 1.2896 0.7 -0.1 -1.3
C -0.1193 -3.5299 0.7361 0.3 -0.2 0.5
S -1.2998 -4.3753 1.8116 -0.1 0.0 -0.1
C 0.2448 -3.9763 -0.5366 0.5 -0.4 0.6
P -0.4552 -5.5103 -1.2868 -1.8 0.0 -1.1
O -0.8920 -6.5924 -0.1836 2.4 2.3 -0.2
O 0.6359 -6.2707 -2.2059 0.2 0.6 1.4
S -2.0272 -5.0720 -2.3167 0.2 0.0 0.0
C 1.1913 -3.2001 -1.2728 -0.2 -0.5 -0.6
N 1.5239 -3.6229 -2.5460 0.7 0.9 0.5
C 2.4206 -2.9092 -3.1679 -0.1 -0.6 -0.2
C 2.8969 -3.3063 -4.5704 -1.1 0.0 0.1
I 1.7548 -5.0503 -5.2062 0.5 0.1 0.0
C 2.6548 -2.1898 -5.6318 0.6 -0.1 -0.2
C 3.9807 -1.6820 -6.2589 -0.9 -0.2 0.4
C 3.0147 -1.7484 -2.5366 0.9 0.7 -0.3
O 3.9805 -1.0787 -3.2553 -0.1 -0.4 0.4
N 2.7257 -1.2741 -1.3693 -0.6 -1.5 -0.8
C 1.7749 -2.0424 -0.7324 -0.5 0.6 1.3
H 4.4477 -3.4948 3.0896 -0.2 0.1 0.0
H 3.6987 -3.5333 1.4729 0.1 -0.2 0.3
H 2.6537 -3.3189 2.8475 0.3 0.0 0.3
H 4.5510 -1.1883 2.9744 -0.4 0.4 0.0
H 4.1199 -1.3462 1.2597 0.1 0.1 0.2
H 2.6967 0.1031 0.6250 -0.2 0.1 0.1
H 1.1222 0.2172 1.5519 0.3 0.2 -0.3
H 0.1511 -2.0307 2.2817 0.0 -0.1 -0.2
H -0.4333 -5.0563 2.5980 0.0 0.3 -0.2
H -0.2961 -6.5751 0.5805 -0.2 -0.2 0.1
H 1.5086 -6.0314 -1.8542 0.2 -0.2 -0.5
H 3.9327 -3.6532 -4.5354 -0.1 0.2 -0.1
H 2.0532 -2.5926 -6.4480 -0.1 0.1 0.3
H 2.0818 -1.3868 -5.1546 0.1 0.0 -0.2
H 3.7680 -1.2280 -7.2354 0.3 0.0 0.3
H 4.6342 -2.5536 -6.3738 0.1 0.3 -0.2
H 4.4100 -0.9561 -5.5669 0.3 -0.1 -0.4
H 4.7952 -1.6012 -3.2102 0.0 0.2 -0.2
O -4.1718 -7.8174 -1.5229 0.1 0.1 0.0
S -3.3599 -8.6965 -0.7668 -0.1 -0.3 0.1
O -2.2308 -8.2476 -0.0363 -1.6 -1.6 0.1
O -2.9184 -9.9168 -1.7196 -0.3 0.1 0.0
C -3.3492 -11.1595 -1.1593 0.2 -0.3 0.3
C -4.5944 -10.8190 -0.3671 -0.4 0.0 -0.4
O -4.3099 -9.5488 0.2231 0.4 -0.1 0.0
H -2.5553 -11.5366 -0.5103 0.0 0.0 0.0
H -3.5445 -11.8815 -1.9483 0.0 0.2 -0.2
H -4.8154 -11.5553 0.4013 0.1 0.2 0.2
H -5.4622 -10.7048 -1.0213 0.0 -0.1 0.0
O 3.6112 1.3300 -8.1975 -0.3 -0.1 0.0
S 3.8703 1.3082 -9.5909 0.4 0.1 -0.1
O 2.8387 1.3562 -10.5598 -0.2 0.1 0.1
O 4.8172 0.0498 -9.9061 0.1 0.3 0.3
C 6.0296 0.4926 -10.5256 0.1 0.1 -0.5
C 6.2481 1.8924 -9.9907 0.3 -0.1 0.4
O 4.9356 2.4615 -9.9253 -0.1 -0.3 -0.4
H 5.8790 0.4985 -11.6072 0.0 0.0 0.0
H 6.8480 -0.1789 -10.2785 -0.2 -0.1 0.2
H 6.8910 2.4896 -10.6315 -0.2 0.1 -0.1
H 6.6609 1.8719 -8.9795 0.0 0.0 0.0
O -1.1105 3.4676 5.6285 0.0 0.3 0.1
S 0.2890 3.4947 5.8561 0.3 -0.5 -0.2
O 0.8701 4.2270 6.9213 -0.2 0.1 0.1
O 1.0095 3.9165 4.4813 -0.2 -0.3 0.1
C 1.9377 2.9000 4.0786 0.5 -0.1 0.1
C 1.3678 1.6175 4.6383 -0.3 -0.2 -0.4
O 0.8332 1.9890 5.9170 0.2 0.4 0.1
H 2.9097 3.1305 4.5193 0.0 0.0 0.0
H 2.0295 2.8756 2.9957 -0.2 0.2 0.0
H 2.1189 0.8405 4.7463 -0.1 0.0 0.2
H 0.5467 1.2447 4.0219 0.0 0.0 0.0
O -1.4488 9.3930 2.4289 0.1 0.2 0.0
S -0.9032 9.0819 3.7021 -0.1 -0.5 0.1
O -0.4546 10.0905 4.5929 -0.1 0.2 -0.1
O 0.2679 8.0067 3.4948 -0.4 0.1 -0.1
C -0.0137 6.8229 4.2591 0.0 0.1 0.5
C -1.5232 6.7619 4.3384 0.2 -0.2 -0.4
O -1.9274 8.1336 4.4874 0.4 0.2 0.1
H 0.4318 6.9414 5.2499 0.0 0.0 0.0
H 0.4082 5.9518 3.7750 0.1 0.2 -0.2
H -1.8756 6.1665 5.1710 -0.1 0.2 0.1
H -1.9561 6.3813 3.4119 0.0 -0.1 0.0
O 6.4246 -3.7896 -4.5187 0.0 0.3 0.0
S 6.9248 -4.2078 -3.2569 0.1 -0.6 0.1
O 7.2787 -3.2803 -2.2449 -0.2 0.2 -0.1
O 8.1467 -5.2101 -3.5053 -0.4 0.1 -0.2
C 7.8802 -6.4749 -2.8835 0.1 -0.2 0.5
C 6.3717 -6.6004 -2.8974 -0.1 -0.3 -0.5
O 5.9009 -5.2717 -2.6306 0.3 0.2 0.2
H 8.2690 -6.4429 -1.8638 0.0 0.0 0.0
H 8.3684 -7.2765 -3.4311 0.1 0.2 -0.2
H 6.0021 -7.2946 -2.1479 -0.1 0.2 0.1
H 6.0046 -6.8999 -3.8814 0.0 0.0 0.0
O -0.9957 -0.2975 0.0727 -0.2 0.5 0.2
S -2.2318 -0.0030 -0.5680 -0.3 -0.5 -0.5
O -2.9482 1.1929 -0.3108 0.3 0.1 0.1
O -3.1999 -1.2577 -0.3529 0.4 0.1 0.0
C -3.6188 -1.7813 -1.6240 -0.5 0.1 -0.4
C -2.4811 -1.4575 -2.5632 0.4 -0.5 0.1
O -2.0321 -0.1520 -2.1466 -0.4 0.2 0.2
H -4.5386 -1.2701 -1.9169 0.0 0.0 0.0
H -3.8031 -2.8502 -1.5537 0.2 0.0 0.2
H -2.7885 -1.4416 -3.6050 0.0 0.3 0.0
H -1.6540 -2.1598 -2.4399 -0.1 -0.1 0.0
O -5.1386 7.5525 5.3769 0.3 0.1 0.2
S -5.0347 6.3765 4.5908 -0.7 -0.1 -0.4
O -3.9957 5.4322 4.7705 0.0 -0.1 0.3
O -5.0926 6.8002 3.0473 -0.2 0.1 0.3
C -6.1833 6.1359 2.3960 0.0 -0.5 -0.2
C -7.2092 5.9204 3.4883 -0.3 0.5 -0.1
O -6.4329 5.5951 4.6487 0.3 -0.1 -0.2
H -5.8177 5.1869 1.9986 0.0 0.0 0.0
H -6.5654 6.7453 1.5813 0.2 0.2 0.1
H -7.9046 5.1184 3.2571 0.1 -0.1 0.2
H -7.7675 6.8357 3.6980 0.0 0.0 0.0
O -10.1673 11.4405 7.1587 -0.2 -0.1 0.1
S -9.6005 10.1652 7.4116 0.4 0.0 0.0
O -10.3992 9.0041 7.5667 -0.2 0.1 -0.1
O -8.6140 10.2958 8.6706 -0.1 0.2 -0.3
C -7.2908 9.8829 8.3022 0.2 -0.5 0.0
C -7.1886 10.1890 6.8254 0.3 0.5 0.0
O -8.4838 9.8645 6.3001 -0.1 -0.3 0.3
H -7.2010 8.8117 8.4936 0.0 0.0 0.0
H -6.5486 10.4175 8.8891 -0.2 0.1 0.1
H -6.4173 9.6043 6.3298 -0.2 -0.2 -0.1
H -7.0078 11.2519 6.6504 0.0 0.0 0.0
```
Positions in Å, forces in eV/Å.

Properties
- SMILES: CCOCc1cc(S)c(P(O)(O)=S)c2nc([C@@H](I)CC)c(O)nc12.O=S1(=O)OCCO1.O=S1(=O)OCCO1.O=S1(=O)OCCO1.O=S1(=O)OCCO1.O=S1(=O)OCCO1.O=S1(=O)OCCO1.O=S1(=O)OCCO1.O=S1(=O)OCCO1
- Total charge: 0
- Gap between HOMO and LUMO: 7.590 eV
- Lowest unoccupied orbital energy: -0.87 eV

Atom charges from the Löwdin analysis, given in e for atoms 1 to 99: C -0.058; C -0.244; O -0.167; C -0.139; C -0.144; C -0.079; C -0.539; S 0.826; C -0.233; P 0.245; O -0.298; O -0.261; S 0.365; C -0.187; N 0.118; C -0.238; C -0.608; I 0.908; C -0.296; C -0.077; C -0.284; O 0.060; N 0.244; C -0.145; H 0.068; H 0.065; H 0.070; H 0.114; H 0.109; H 0.119; H 0.120; H 0.124; H -0.113; H 0.063; H 0.059; H 0.047; H 0.052; H 0.114; H 0.059; H 0.070; H 0.065; H 0.112; O -0.224; S 0.620; O -0.237; O -0.184; C -0.171; C -0.174; O -0.188; H 0.132; H 0.134; H 0.134; H 0.133; O -0.219; S 0.601; O -0.211; O -0.193; C -0.165; C -0.167; O -0.186; H 0.134; H 0.135; H 0.135; H 0.134; O -0.207; S 0.599; O -0.211; O -0.218; C -0.150; C -0.162; O -0.179; H 0.137; H 0.137; H 0.131; H 0.133; O -0.223; S 0.603; O -0.221; O -0.183; C -0.158; C -0.178; O -0.189; H 0.139; H 0.112; H 0.111; H 0.134; O -0.223; S 0.592; O -0.211; O -0.178; C -0.155; C -0.157; O -0.196; H 0.136; H 0.138; H 0.138; H 0.138; O -0.215; S 0.611

---

Entry 2:
The following is a DFT calculation (the ωB97M-V functional and the def2-TZVPD basis) of a molecular structure, C30H50IrP4S.

```
86
Properties=species:S:1:pos:R:3:forces:R:3
Ir 0.5556 -0.8800 0.3816 0.5 1.8 -4.8
P -0.5332 -2.1658 -1.0780 0.5 -1.8 0.0
P 0.3973 -1.0640 2.4607 0.2 -1.1 3.3
P 2.7747 -1.7683 -0.0056 -0.2 0.3 0.0
H -0.4594 2.8870 -0.6461 0.0 0.0 -1.1
C 0.2942 2.5021 -1.3550 0.3 -0.6 1.7
C 0.1379 1.4401 -2.1400 0.0 -1.2 0.3
H -0.7669 0.8135 -2.2701 0.2 1.3 0.0
C -2.1390 -2.0492 -1.7577 -1.7 0.4 -0.5
C -0.7092 -3.6441 -0.0088 -0.1 -0.4 -0.5
C 0.4559 -2.5174 -2.5592 -0.1 -0.4 -0.3
C 1.1287 0.3977 3.2284 0.1 0.1 0.3
C -1.2004 -1.2851 3.2232 -0.8 0.0 0.4
C 1.2290 -2.5582 3.0180 0.2 0.1 0.8
C 3.6477 -1.1931 -1.5289 -0.2 -0.2 -0.4
C 2.7441 -3.5877 -0.0813 0.2 -0.1 0.1
C 4.0408 -1.2965 1.2258 0.2 0.0 0.6
H 1.2971 2.8211 -1.0016 -0.4 0.2 -1.0
H 0.9767 0.8699 -2.5415 0.3 0.7 -0.3
H -2.0863 -1.8480 -2.8364 -0.2 0.0 0.3
H -2.7743 -1.3054 -1.2566 0.2 -0.4 -0.3
H -2.6120 -3.0258 -1.5897 -0.1 0.3 -0.3
H -1.1410 -3.3608 0.9606 0.0 -0.1 -0.4
H 0.2356 -4.1573 0.1638 -0.2 0.0 0.0
H -1.4083 -4.2887 -0.5485 0.1 -0.4 0.4
H 0.8204 -1.5897 -3.0238 -0.2 -0.2 0.2
H -0.2562 -2.9942 -3.2387 0.4 -0.1 -0.2
H 1.3010 -3.1857 -2.3878 -0.2 0.1 -0.1
H 0.6027 0.5453 4.1773 0.4 0.3 0.0
H 1.0345 1.2911 2.5942 -0.3 -0.4 0.4
H 2.1926 0.1976 3.3828 -0.1 0.1 0.2
H -1.0499 -0.9941 4.2759 -0.3 -0.3 -0.2
H -1.5028 -2.3419 3.1537 0.2 0.3 0.2
H -2.0148 -0.6907 2.7920 0.4 -0.1 0.3
H 0.9831 -2.6098 4.0863 0.4 -0.5 -0.1
H 2.3109 -2.4889 2.8677 -0.2 -0.1 0.2
H 0.8424 -3.4466 2.4949 0.0 0.4 0.3
H 4.6132 -1.7036 -1.6468 -0.2 0.1 0.3
H 3.8244 -0.1059 -1.4742 -0.1 -0.5 0.1
H 3.0961 -1.3940 -2.4559 -0.1 0.0 0.3
H 3.7431 -4.0108 -0.2021 0.1 0.2 -0.1
H 2.1175 -3.9592 -0.8946 0.2 0.1 0.2
H 2.3526 -3.9833 0.8569 0.0 0.1 0.0
H 4.9437 -0.8853 0.7572 -0.3 -0.2 -0.1
H 4.3584 -2.1534 1.8374 -0.2 0.2 -0.2
H 3.6516 -0.5236 1.8979 0.1 -0.3 -0.1
C 4.0594 2.4673 -0.1220 0.0 -0.3 0.0
C 5.2494 2.8812 0.5384 1.1 1.2 -0.4
C 6.1428 3.7144 -0.1476 -0.7 -0.5 0.6
C 5.9214 4.0385 -1.5053 -0.4 0.1 0.5
C 4.8938 3.3848 -2.2145 -0.9 -1.0 0.3
C 3.9844 2.5614 -1.5474 0.4 0.8 -0.7
S 2.7601 2.0127 0.8623 0.6 0.1 -0.7
H 1.4482 -0.4113 -0.8499 0.4 1.1 -0.3
H 5.4202 2.6306 1.5832 -0.1 0.2 -0.1
H 6.9548 4.1786 0.4048 0.0 -0.2 -0.2
H 6.4857 4.8332 -1.9938 0.1 -0.4 0.1
H 4.7852 3.5305 -3.2859 0.1 0.0 0.2
H 3.1915 2.0363 -2.0866 0.2 0.4 0.2
C -1.8368 1.7950 1.7102 0.3 0.3 0.4
P -2.0993 0.6190 0.3427 -0.9 0.9 0.5
C -3.6878 -0.1432 0.8939 -0.1 -1.1 0.0
C -3.7706 -1.5160 1.1800 -0.4 0.2 0.2
C -4.9785 -2.1068 1.5501 -0.2 0.1 0.1
C -6.1541 -1.3440 1.5866 0.2 -0.2 -0.3
C -6.0965 0.0094 1.2617 0.2 0.1 0.1
C -4.8669 0.6055 0.9514 -0.2 0.0 0.2
C -2.8278 1.7688 -0.9246 -0.2 0.2 -0.4
C -3.0950 3.1304 -0.6771 0.4 -0.2 -0.8
C -3.5309 3.9634 -1.7170 -0.1 -0.2 0.3
C -3.7707 3.4502 -2.9932 0.1 0.4 0.1
C -3.6126 2.0922 -3.2207 0.0 -0.5 0.5
C -3.1904 1.2547 -2.1778 0.3 0.3 -0.2
H -1.4273 1.3104 2.5993 -0.2 0.0 -0.1
H -2.7832 2.2629 1.9952 0.2 0.0 0.0
H -1.1149 2.5601 1.4139 -0.1 0.1 0.0
H -2.8814 -2.1299 1.1548 0.1 -0.1 -0.1
H -5.0114 -3.1664 1.8190 0.0 0.4 -0.2
H -7.1140 -1.8177 1.8272 0.5 0.2 0.0
H -7.0125 0.6104 1.2625 0.5 -0.2 0.0
H -4.8267 1.6731 0.7726 -0.1 0.0 -0.2
H -2.9404 3.5582 0.2982 0.1 0.2 0.1
H -3.6956 5.0212 -1.5021 0.0 -0.3 -0.1
H -4.0925 4.1159 -3.8026 0.1 -0.3 0.4
H -3.8158 1.6712 -4.2000 -0.1 0.0 0.1
H -3.1129 0.1846 -2.3471 0.0 0.3 -0.2
```
Positions in Å, forces in eV/Å.

Properties
- ⟨S²⟩: 6.0342
- Total charge: +3
- Energy relative to the best compared isomer or geometry (same formula, charge and spin): 45.1 kcal/mol
- Multiplicity: 5
- Gap between HOMO and LUMO (alpha / beta): 6.700 / 3.666 eV
- Lowest unoccupied orbital energy (alpha / beta): -8.33 / -12.02 eV

And the Löwdin charges, in e, turn out to be: Ir 0.552; P 0.599; P 0.501; P 0.726; H 0.044; C -0.064; C -0.085; H 0.036; C -0.257; C -0.219; C -0.220; C -0.249; C -0.232; C -0.226; C -0.226; C -0.219; C -0.239; H -0.004; H 0.031; H 0.079; H 0.000; H 0.079; H 0.026; H 0.026; H 0.067; H 0.049; H 0.068; H 0.034; H 0.075; H -0.025; H 0.045; H 0.085; H 0.073; H 0.015; H 0.078; H 0.033; H 0.053; H 0.079; H 0.024; H 0.047; H 0.081; H 0.030; H 0.041; H 0.063; H 0.072; H -0.003; C -0.612; C -0.051; C 0.012; C 0.050; C 0.008; C -0.065; S 1.065; H -0.087; H 0.127; H 0.138; H 0.146; H 0.138; H 0.105; C -0.260; P 0.991; C -0.376; C -0.142; C -0.050; C -0.039; C -0.034; C -0.065; C -0.395; C -0.101; C -0.041; C -0.046; C -0.045; C -0.110; H 0.018; H 0.065; H 0.042; H 0.059; H 0.119; H 0.128; H 0.127; H 0.105; H 0.094; H 0.122; H 0.127; H 0.118; H 0.072

---

Number 1: E -8612.06467 hartree. Number 2: E -3039.92212 hartree.